A cluster of 12 separate species, C87H200N12O19 in total at a distorted geometry, computed with ωB97M-V with the def2-TZVPD basis set.

The geometry in XYZ format:
```
318
Properties=species:S:1:pos:R:3:forces:R:3
C 0.430 -3.717 7.148 -0.97 -0.48 0.53
C 0.277 -3.310 5.675 0.20 1.15 0.17
C -0.097 -1.809 5.626 -0.11 -0.41 -0.16
C 1.564 -3.524 4.883 1.83 -0.37 0.46
C 1.893 -4.991 4.498 -0.99 1.03 0.27
C 0.761 -5.455 3.625 -0.42 -0.18 0.34
C -0.530 -5.435 4.447 0.10 0.71 -0.77
C -1.676 -5.789 3.491 -0.14 -0.65 -0.05
C -0.539 -6.478 5.563 0.95 -0.32 0.11
N -0.755 -3.982 4.909 -1.50 -2.31 -0.61
O -1.981 -4.044 5.685 0.79 0.27 0.52
H 1.026 -3.073 7.799 0.51 0.14 -0.68
H -0.548 -3.652 7.655 0.11 -0.34 -0.43
H 0.786 -4.746 7.230 0.04 0.11 0.17
H -0.982 -1.592 6.220 0.00 -0.10 0.24
H 0.729 -1.213 5.979 0.32 0.28 0.26
H -0.336 -1.490 4.611 0.16 -0.18 -0.15
H 1.575 -2.894 3.990 -0.18 -0.09 -0.05
H 2.451 -3.221 5.481 -0.69 0.37 -0.05
H 2.819 -5.023 3.962 0.72 -0.03 -0.12
H 1.960 -5.583 5.421 0.24 0.02 -0.39
H 0.911 -6.457 3.216 0.00 -0.01 -0.02
H 0.616 -4.756 2.788 0.19 -0.19 0.04
H -1.881 -5.081 2.697 0.32 0.55 -0.09
H -2.578 -5.870 4.074 -0.55 -0.22 0.10
H -1.503 -6.763 2.978 0.05 0.52 0.54
H 0.427 -6.539 6.116 -0.75 0.11 -0.33
H -0.707 -7.485 5.139 -0.09 0.47 0.18
H -1.325 -6.213 6.253 -0.25 -0.20 0.28
H -2.716 -3.838 5.100 -0.03 0.26 -0.39
C -6.503 -4.869 -3.545 -0.95 0.32 0.35
C -5.651 -5.252 -2.356 1.42 0.70 -0.25
C -6.390 -6.385 -1.636 0.40 0.73 0.34
C -4.249 -5.711 -2.812 -0.37 -1.55 -0.79
C -3.331 -5.949 -1.629 -0.44 1.72 0.24
C -3.124 -4.570 -0.985 -1.23 -1.19 1.40
C -4.467 -3.966 -0.430 -0.31 1.32 -1.33
C -5.007 -4.642 0.851 1.14 -1.07 -0.60
C -4.223 -2.476 -0.176 0.74 -0.34 2.22
N -5.386 -3.932 -1.631 -0.35 -1.81 -0.23
O -6.666 -3.392 -1.316 0.59 0.02 0.76
H -6.672 -5.673 -4.252 -0.28 -0.53 0.26
H -7.450 -4.447 -3.122 0.64 -0.44 -0.92
H -6.011 -4.132 -4.142 0.35 0.92 -0.15
H -6.574 -7.122 -2.388 -0.28 -0.63 -0.37
H -5.874 -6.852 -0.810 0.26 -0.12 0.08
H -7.335 -6.034 -1.259 -0.57 0.08 0.12
H -4.319 -6.692 -3.325 -0.45 0.35 0.03
H -3.821 -5.055 -3.603 -0.17 0.02 0.84
H -3.804 -6.585 -0.875 0.16 -0.28 -0.29
H -2.399 -6.378 -1.949 0.46 -0.26 -0.02
H -2.703 -3.898 -1.693 0.36 0.68 -0.56
H -2.461 -4.677 -0.136 0.32 0.23 0.32
H -5.180 -5.703 0.577 -0.40 0.61 0.65
H -5.852 -4.159 1.356 0.03 -0.12 -0.51
H -4.196 -4.679 1.603 -0.24 0.20 -0.25
H -3.374 -2.423 0.540 -0.14 0.09 -0.41
H -5.034 -2.006 0.403 -0.01 -0.08 -0.61
H -3.951 -1.917 -1.053 -0.11 0.19 -0.43
H -7.001 -4.004 -0.649 -0.47 0.09 0.24
C -0.880 3.222 3.524 -0.11 0.55 0.06
C 0.269 2.966 4.489 -0.64 0.98 0.87
C -0.030 1.615 5.168 0.60 0.12 0.34
C 1.634 3.038 3.814 -0.03 0.88 1.37
C 2.730 3.112 4.865 0.57 0.25 0.03
C 2.623 4.295 5.861 -0.34 -0.66 -1.65
C 1.228 4.322 6.472 -0.52 0.99 0.68
C 1.129 3.279 7.606 0.12 1.20 -0.16
C 0.918 5.735 7.054 1.21 0.23 0.78
N 0.214 4.184 5.401 0.47 -1.10 -0.62
O -1.054 4.157 6.031 0.27 -1.04 0.93
H -0.845 4.233 3.129 0.08 0.25 -0.01
H -0.862 2.579 2.683 0.30 -0.88 -0.94
H -1.863 3.076 3.972 0.10 -0.01 0.27
H 0.758 1.209 5.838 -0.39 0.30 -0.62
H -0.939 1.693 5.753 -0.14 0.14 0.18
H -0.245 0.898 4.384 0.16 -0.31 -0.17
H 1.756 2.163 3.232 0.23 -0.77 -0.85
H 1.719 3.943 3.226 -0.32 0.14 -0.56
H 2.738 2.175 5.393 -0.02 -0.47 0.53
H 3.727 3.166 4.418 -0.11 0.00 -0.28
H 2.893 5.226 5.308 -0.31 -0.48 0.62
H 3.359 4.051 6.614 0.21 0.54 0.46
H 1.627 2.355 7.336 -0.25 -0.27 0.15
H 0.077 3.203 7.862 -0.01 -0.58 0.07
H 1.637 3.722 8.468 0.04 -0.23 -0.01
H 1.836 6.159 7.589 -1.22 -0.54 -0.70
H 0.069 5.768 7.749 0.29 -0.36 -0.01
H 0.631 6.391 6.237 0.32 0.18 -0.17
H -1.516 4.898 5.687 -0.53 1.10 -0.56
C 6.651 3.484 -0.541 0.40 0.27 -0.34
C 7.331 2.377 -1.528 0.98 1.97 1.04
C 8.866 2.444 -1.235 -1.07 -0.46 -0.30
C 6.756 1.053 -1.195 -1.32 -1.19 1.47
C 5.282 0.937 -1.690 1.05 1.13 -0.58
C 5.270 1.258 -3.194 0.98 -1.03 0.63
C 5.904 2.594 -3.589 -0.95 -0.63 0.02
C 6.152 2.597 -5.082 0.48 -0.58 -1.21
C 4.922 3.724 -3.259 -0.03 0.10 -0.46
N 7.247 2.621 -2.968 -0.60 0.97 0.31
O 7.759 3.936 -3.185 0.72 -0.82 -1.11
H 6.770 4.571 -0.853 0.13 -1.29 0.33
H 5.572 3.369 -0.352 0.40 -0.24 -0.23
H 7.166 3.359 0.438 -0.36 0.23 -0.65
H 9.293 1.599 -1.755 0.41 -0.29 -0.02
H 9.235 3.337 -1.698 0.37 0.42 -0.01
H 9.132 2.432 -0.184 -0.16 -0.15 0.17
H 7.366 0.158 -1.508 -0.57 1.00 0.04
H 6.720 1.066 -0.079 0.21 -0.47 -0.59
H 4.943 -0.067 -1.595 -0.28 -0.96 0.37
H 4.578 1.588 -1.137 0.48 -0.19 -0.09
H 4.284 1.032 -3.573 -0.40 0.61 -0.50
H 5.929 0.505 -3.640 -0.05 -0.20 -0.12
H 6.361 3.606 -5.450 0.14 -0.10 0.09
H 5.283 2.228 -5.675 0.50 0.11 0.58
H 7.052 1.951 -5.290 -0.97 0.61 0.05
H 4.065 3.608 -3.948 0.28 -0.02 0.35
H 5.354 4.701 -3.515 -0.17 -0.05 0.37
H 4.542 3.680 -2.237 0.14 0.20 -0.12
H 7.190 4.476 -2.660 -0.59 1.02 0.57
C -0.152 2.091 -0.901 0.67 -1.18 0.33
C 0.798 0.896 -0.593 -0.44 0.63 -0.23
C 1.779 0.700 -1.791 -2.55 -1.00 -0.44
C 1.534 1.372 0.652 1.13 -1.86 -0.27
C 2.338 0.202 1.296 -0.57 0.77 0.32
C 1.364 -0.937 1.649 -0.25 0.97 -0.05
C 0.646 -1.435 0.386 0.33 -0.59 -1.19
C 1.630 -2.153 -0.548 0.75 0.49 0.23
C -0.340 -2.492 0.794 -1.92 -0.05 1.80
N -0.029 -0.307 -0.261 -0.57 1.21 0.13
O -0.785 -0.712 -1.440 0.88 -0.03 0.79
H 0.418 3.025 -0.913 -0.08 -0.13 -0.16
H -0.612 1.884 -1.836 -0.64 0.32 -0.95
H -0.902 2.117 -0.124 -0.33 0.18 0.20
H 1.781 1.593 -2.381 0.04 0.64 -0.45
H 2.768 0.507 -1.496 1.23 -0.51 0.38
H 1.361 -0.134 -2.438 0.69 0.95 0.60
H 2.194 2.164 0.324 0.43 0.23 -0.05
H 0.864 1.832 1.344 -0.67 0.03 0.57
H 3.097 -0.124 0.586 0.20 -0.08 0.12
H 2.832 0.614 2.186 0.12 -0.42 -0.10
H 0.616 -0.514 2.350 0.09 -0.19 -0.34
H 1.794 -1.794 2.183 0.25 0.20 -0.34
H 2.144 -2.899 0.040 0.09 -0.48 0.02
H 2.402 -1.500 -0.961 -0.17 -0.06 0.12
H 1.142 -2.641 -1.377 -0.37 -0.11 -0.26
H 0.195 -3.377 1.194 -0.32 0.52 -0.24
H -1.107 -2.814 0.069 0.82 0.19 -0.23
H -0.981 -2.077 1.633 0.71 -0.46 -0.55
H -1.692 -0.438 -1.230 0.07 0.15 0.11
C 6.395 -1.657 1.347 0.46 0.11 -0.55
O 5.970 -3.002 1.357 0.21 -0.45 -0.49
C 4.566 -3.136 1.229 -0.20 1.29 1.17
C 4.111 -4.539 1.174 0.52 -1.33 1.04
N 4.478 -5.053 -0.128 0.17 -1.05 -0.18
C 3.818 -6.312 -0.443 0.84 -0.49 -0.96
C 2.432 -6.164 -0.954 -1.84 -0.09 -0.98
O 1.521 -5.778 0.052 -0.06 0.02 1.02
C 0.187 -5.601 -0.352 -0.07 -0.25 -0.59
H 7.463 -1.583 1.586 -0.03 -0.51 -0.58
H 5.977 -1.151 2.184 -0.99 0.77 0.71
H 6.168 -1.124 0.392 0.10 -0.52 0.62
H 4.186 -2.671 0.315 0.27 0.37 0.03
H 4.093 -2.650 2.102 0.04 0.17 -0.15
H 3.025 -4.586 1.366 0.39 0.10 -0.52
H 4.558 -5.197 1.980 -0.24 0.80 -0.39
H 5.492 -5.262 -0.136 -0.72 0.44 -0.01
H 3.902 -7.099 0.310 -0.13 0.11 0.48
H 4.366 -6.697 -1.306 0.07 -0.18 -0.08
H 1.997 -7.083 -1.440 0.80 0.34 0.39
H 2.441 -5.404 -1.748 0.03 0.14 -0.02
H -0.252 -6.516 -0.815 0.38 0.36 0.19
H 0.135 -4.774 -1.076 -0.21 -0.12 0.00
H -0.426 -5.341 0.518 0.34 -0.11 -0.10
C -3.070 3.601 -4.680 1.49 0.69 0.56
O -2.591 2.354 -4.182 -0.04 0.23 -0.31
C -2.141 1.461 -5.199 -0.74 -0.65 -0.07
C -1.685 0.120 -4.571 -0.83 -0.35 -0.39
N -2.878 -0.677 -4.093 0.93 0.27 -0.96
C -2.611 -2.081 -3.804 -0.48 -0.59 1.10
C -1.745 -2.826 -4.803 -0.43 -0.13 -1.11
O -2.255 -2.660 -6.165 1.02 0.02 1.26
C -3.531 -3.168 -6.376 -0.81 -0.55 0.31
H -3.791 4.091 -4.023 0.09 -0.52 0.47
H -3.583 3.522 -5.613 -0.18 -0.33 -0.91
H -2.206 4.324 -4.766 -0.72 -0.63 -0.19
H -1.400 1.912 -5.890 0.13 -0.11 0.70
H -2.993 1.209 -5.869 0.16 0.15 0.29
H -1.020 0.236 -3.737 0.25 0.44 0.61
H -1.091 -0.441 -5.310 -0.33 0.27 -0.19
H -3.510 -0.764 -4.881 -0.31 0.75 -0.08
H -3.603 -2.580 -3.684 0.61 0.22 -0.35
H -2.201 -2.178 -2.793 0.46 0.02 -0.17
H -1.694 -3.918 -4.637 0.01 0.37 0.40
H -0.727 -2.412 -4.791 -0.31 -0.27 -0.24
H -4.328 -2.684 -5.819 -0.01 0.39 0.54
H -3.708 -4.259 -6.203 0.72 0.45 -0.11
H -3.747 -2.923 -7.386 -0.24 -0.15 -1.11
C 2.153 -2.577 -4.692 -0.13 1.52 -1.28
O 3.404 -3.067 -4.405 1.37 -0.52 0.75
C 3.997 -2.462 -3.262 0.41 -0.69 0.31
C 5.492 -2.799 -3.251 0.40 0.53 1.06
N 6.019 -2.731 -1.844 -0.39 -0.14 -0.91
C 7.418 -3.187 -1.720 0.14 0.13 -1.18
C 7.871 -4.435 -2.500 -0.12 -0.50 0.53
O 6.980 -5.494 -2.192 0.09 0.06 0.36
C 7.054 -6.613 -3.026 -1.29 -0.54 -0.30
H 2.256 -1.489 -4.852 -0.39 0.16 0.58
H 1.428 -2.783 -3.894 -0.22 -0.13 -0.42
H 1.911 -2.865 -5.734 -0.44 -0.69 0.85
H 3.523 -2.785 -2.312 0.14 -0.32 -0.47
H 3.861 -1.385 -3.262 -0.07 0.47 -0.33
H 6.033 -2.152 -3.953 0.03 0.01 0.30
H 5.688 -3.816 -3.507 -0.46 -0.84 -1.05
H 5.404 -3.444 -1.416 0.71 0.43 0.35
H 7.581 -3.403 -0.680 0.09 0.02 0.56
H 8.166 -2.427 -2.041 -0.72 0.07 0.32
H 8.859 -4.704 -2.110 0.19 0.11 -0.09
H 7.979 -4.358 -3.588 -0.26 0.42 -0.01
H 6.775 -6.329 -4.067 0.47 -0.34 0.45
H 6.289 -7.296 -2.641 -0.24 0.15 -0.26
H 7.937 -7.252 -2.968 0.65 0.67 -0.13
C -3.501 -2.113 3.576 -0.77 -1.16 -1.94
O -4.448 -3.028 4.168 0.31 0.49 0.42
C -5.598 -2.444 4.773 0.20 0.66 0.85
C -6.779 -2.480 3.861 -1.31 -0.90 -2.10
N -6.751 -1.407 2.879 0.66 -0.57 -0.46
C -7.569 -1.475 1.681 -1.07 -0.64 0.67
C -9.116 -1.426 1.875 0.50 -2.07 -1.89
O -9.740 -1.645 0.600 2.17 0.48 -0.08
C -11.038 -1.217 0.531 -1.65 -0.29 0.32
H -2.684 -2.786 3.203 -0.25 0.89 0.78
H -3.206 -1.316 4.254 0.28 -0.10 0.13
H -3.940 -1.695 2.631 0.22 -0.03 0.99
H -5.433 -1.353 5.028 0.17 -1.04 -0.02
H -5.820 -2.995 5.720 0.29 0.35 -0.71
H -7.763 -2.515 4.324 -0.04 0.09 0.97
H -6.803 -3.416 3.261 0.43 0.22 0.44
H -6.793 -0.533 3.349 -0.19 0.91 0.11
H -7.369 -2.372 1.092 0.35 -0.05 0.14
H -7.302 -0.631 1.066 0.02 0.30 -0.37
H -9.343 -0.477 2.203 -0.85 2.24 1.07
H -9.613 -2.197 2.448 0.61 -0.18 1.22
H -11.221 -0.217 1.015 0.16 -0.79 -0.47
H -11.718 -1.995 0.982 0.26 0.80 -0.05
H -11.270 -1.201 -0.531 -0.29 0.36 -0.05
C -6.931 -1.175 -5.075 0.01 0.13 -0.39
O -5.986 -0.434 -4.366 -0.19 -0.10 0.68
C -5.848 -0.896 -3.030 -0.81 0.58 0.72
C -5.778 0.290 -2.046 -0.04 -0.82 -0.97
N -4.785 1.239 -2.415 0.79 0.85 0.73
C -4.552 2.374 -1.481 -0.76 -1.22 -2.58
C -4.192 2.038 -0.074 0.56 -0.84 0.39
O -3.336 0.867 -0.008 -0.62 1.53 -1.02
C -2.987 0.640 1.299 0.83 -0.06 1.63
H -6.525 -2.131 -5.436 -0.11 0.06 -0.06
H -7.219 -0.533 -5.904 -0.17 -0.27 -0.33
H -7.802 -1.380 -4.456 -0.26 -0.09 0.02
H -5.060 -1.659 -3.019 -0.07 0.49 0.57
H -6.758 -1.351 -2.574 0.24 -0.42 -1.18
H -5.658 -0.257 -1.106 0.05 0.44 0.64
H -6.783 0.764 -2.086 0.43 -0.14 0.23
H -3.924 0.774 -2.671 0.14 0.01 -0.11
H -5.515 2.836 -1.486 -0.85 0.77 0.45
H -3.942 3.075 -2.068 0.55 -0.28 0.81
H -5.104 1.769 0.503 0.37 0.38 -0.12
H -3.669 2.906 0.354 -0.15 -0.22 0.38
H -2.558 1.517 1.850 0.16 -0.30 -0.83
H -2.245 -0.168 1.268 -0.24 0.14 0.43
H -3.844 0.413 1.945 -0.25 -0.51 -0.23
C 7.549 8.008 1.217 0.42 -0.02 -0.54
O 6.159 7.947 1.402 0.19 0.07 -0.33
C 5.530 9.151 1.013 -0.55 0.17 0.40
C 4.023 8.905 1.151 0.08 -0.67 0.28
N 3.457 7.893 0.279 -0.78 0.34 -0.46
C 3.936 6.537 0.217 -0.44 0.47 -0.72
C 2.940 5.663 -0.530 -0.80 -0.60 0.83
O 2.627 6.280 -1.727 0.23 0.86 -1.41
C 1.819 5.459 -2.556 0.49 0.04 0.50
H 8.020 8.716 1.914 -0.03 -0.12 0.04
H 7.793 8.361 0.187 -0.07 -0.31 0.48
H 7.963 6.998 1.363 -0.14 0.42 -0.01
H 5.752 9.434 -0.035 0.20 -0.20 0.29
H 5.887 9.957 1.693 -0.30 -0.10 -0.41
H 3.438 9.813 1.006 0.21 0.14 -0.05
H 3.820 8.568 2.179 0.18 0.18 -0.09
H 3.370 8.157 -0.690 -0.16 0.71 0.05
H 4.047 6.161 1.210 0.60 -0.44 0.63
H 4.850 6.527 -0.403 0.18 -0.58 0.61
H 1.929 5.473 -0.073 1.01 0.10 0.64
H 3.453 4.679 -0.636 -0.38 0.20 -0.35
H 2.405 4.546 -2.607 -0.47 -0.56 -0.76
H 1.627 5.933 -3.527 0.37 -0.10 0.30
H 0.856 5.262 -2.086 -0.19 -0.08 0.09
C -3.440 9.131 -5.023 -0.50 -1.17 -1.37
O -3.133 8.324 -3.919 0.57 -0.25 0.26
C -1.753 8.440 -3.510 -0.46 0.62 -0.73
C -1.616 7.807 -2.170 -0.07 -0.11 2.01
N -1.738 6.358 -2.207 -0.79 0.58 -2.10
C -1.638 5.652 -0.990 -0.07 0.34 2.08
C -2.820 5.957 -0.030 0.17 -1.26 -0.13
O -2.722 5.188 1.173 0.21 -0.31 -1.42
C -3.769 5.445 2.059 0.09 0.59 -0.28
H -2.839 8.835 -5.898 0.25 0.20 0.16
H -3.328 10.195 -4.872 0.08 0.40 0.39
H -4.468 8.900 -5.365 0.34 0.26 0.61
H -1.564 9.523 -3.493 0.39 -0.20 0.33
H -1.033 7.980 -4.219 -0.59 0.05 0.03
H -2.354 8.265 -1.459 0.35 -0.09 -0.61
H -0.639 7.975 -1.706 0.14 0.44 -0.33
H -2.635 6.154 -2.660 0.44 -0.19 0.11
H -0.696 5.864 -0.453 -0.17 0.19 -0.31
H -1.597 4.602 -1.222 -0.25 -0.63 0.10
H -3.728 5.707 -0.611 -0.09 -0.07 0.39
H -2.907 6.985 0.272 0.21 0.81 -0.13
H -3.640 6.444 2.461 -0.16 0.44 0.33
H -3.652 4.733 2.840 -0.19 -0.58 0.79
H -4.770 5.392 1.618 0.08 -0.23 -0.16
```
Positions in Å, forces in eV/Å.

Results
* HOMO energy: -7.8 eV
* gap between HOMO and LUMO: 8.28 eV
* molar mass: 1718.62 g/mol
* SMILES: CC1(C)CCCC(C)(C)N1O.CC1(C)CCCC(C)(C)N1O.CC1(C)CCCC(C)(C)N1O.CC1(C)CCCC(C)(C)N1O.CC1(C)CCCC(C)(C)N1O.COCCNCCOC.COCCNCCOC.COCCNCCOC.COCCNCCOC.COCCNCCOC.COCCNCCOC.COCCNCCOC
* energy relative to the best compared isomer or geometry (same formula, charge and spin): 98.53 kJ/mol
* total energy: -5520.8400 Eh

These are the Löwdin partial charges, in e, on atoms 1 to 5:
1 C -0.02
2 C -0.52
3 C -0.04
4 C -0.12
5 C -0.16